{"formula": "C7H11NSi", "method": "wB97M-V/def2-TZVPD", "species": ["Si", "N", "C", "C", "C", "C", "C", "C", "C", "H", "H", "H", "H", "H", "H", "H", "H", "H", "H", "H"], "coordinates": [[0.0948, -2.9056, -0.9908], [1.5840, -2.9749, -1.8233], [-0.1062, 2.1330, 1.2843], [0.8214, -0.1378, 1.8658], [-0.5909, 0.3172, -0.1608], [-1.3272, 1.1261, -0.9872], [-1.4545, 2.4764, -0.6757], [-0.8393, 2.9710, 0.4612], [0.0335, 0.7808, 0.9784], [-2.0256, 3.1331, -1.3179], [-0.9254, 4.0200, 0.7099], [1.6945, -2.5699, -2.7379], [-1.0860, -3.2130, -1.7931], [-1.8029, 0.7315, -1.8755], [0.3685, 2.5336, 2.1723], [2.2635, -3.6999, -1.6553], [1.4608, 0.4273, 2.5423], [1.4339, -0.8093, 1.2636], [0.2604, -3.5890, 0.2784], [0.1426, -0.7506, 2.4612]], "forces_ev_per_angstrom": [[0.2, 1.8, 0.2], [-0.1, -0.2, -0.2], [0.0, 0.0, -0.1], [0.0, 0.0, 0.0], [0.2, -0.7, -0.2], [-0.2, -0.2, -0.4], [0.0, 0.0, 0.1], [-0.1, 0.2, 0.0], [0.2, -0.3, 0.1], [0.0, 0.0, 0.0], [0.0, 0.0, 0.0], [0.0, 0.0, 0.0], [-0.3, -0.2, -0.1], [0.0, 0.0, 0.0], [0.0, 0.0, 0.0], [0.0, 0.1, 0.1], [0.0, 0.0, 0.0], [0.0, 0.0, 0.0], [-0.1, -0.4, 0.3], [0.0, 0.0, 0.0]], "mulliken_charge": [0.31, -0.40, -0.42, -1.26, -0.24, -0.47, -0.44, -0.56, 0.94, 0.35, 0.35, 0.24, -0.09, 0.36, 0.29, 0.24, 0.37, 0.25, -0.09, 0.26], "relative_energy_kcal_mol": 69.79, "spin_multiplicity": 1, "homo_ev": [-7.10, -8.44], "gap_ha": [0.2608, 0.3107]}